No. 1
Here is a molecular structure, C26H31ClN4O6OsTe from the OMol25 dataset. Energies are from the ωB97M-V functional and the def2-TZVPD basis.

As for the LUMO energy (alpha / beta): -0.304 / -0.304 Ha. The calculation puts the HOMO-LUMO gap (alpha / beta) at 5.19 / 5.19 eV. For the relative energy (zero: lowest compared OMol25 entry of this formula, charge and spin), the calculation gives 18.1 kcal/mol. Its strongest force on any atom is 0.88 eV Å⁻¹. The value obtained for the total energy is -2498.26459 Ha. The total charge is +2.

Geometry (Å):
Os (-0.075, -0.698, 0.808)
C (3.416, -1.440, -0.806)
C (3.164, -0.806, 0.513)
N (1.997, -0.541, 1.104)
C (2.282, 0.109, 2.294)
C (3.629, 0.212, 2.436)
N (4.151, -0.373, 1.315)
C (4.578, 0.797, 3.443)
O (4.063, 1.364, 4.504)
O (5.751, 0.707, 3.202)
C (1.154, 0.609, 3.100)
O (1.327, 1.208, 4.142)
O (-0.009, 0.388, 2.558)
H (2.486, -1.667, -1.313)
H (3.987, -2.362, -0.689)
H (3.997, -0.770, -1.441)
H (5.151, -0.432, 1.156)
H (3.069, 1.354, 4.513)
N (-1.103, 3.316, -1.590)
C (-0.580, 3.654, -0.230)
C (-0.442, 2.368, 0.562)
N (0.315, 1.294, -0.156)
C (0.119, 1.201, -1.630)
C (-0.065, 2.539, -2.330)
H (-1.364, 4.158, -2.102)
H (-1.939, 2.695, -1.460)
H (-1.283, 4.319, 0.266)
H (0.366, 4.179, -0.368)
H (-1.423, 1.990, 0.814)
H (0.070, 2.571, 1.498)
H (1.301, 1.479, 0.011)
H (-0.760, 0.593, -1.815)
H (0.989, 0.694, -2.048)
H (-0.405, 2.380, -3.352)
H (0.843, 3.142, -2.350)
Cl (-8.514, -1.481, 0.917)
C (-6.913, -0.935, 0.602)
C (-6.700, 0.037, -0.367)
C (-5.412, 0.476, -0.611)
C (-4.341, -0.060, 0.099)
C (-4.572, -1.035, 1.069)
C (-5.856, -1.473, 1.327)
C (-2.968, 0.419, -0.179)
O (-2.768, 1.414, -0.889)
O (-2.028, -0.304, 0.353)
H (-7.539, 0.440, -0.915)
H (-5.230, 1.235, -1.359)
H (-3.740, -1.436, 1.634)
H (-6.052, -2.218, 2.085)
C (-0.191, -7.406, -2.121)
C (-0.323, -6.279, -1.145)
C (-0.252, -4.950, -1.564)
C (-0.381, -3.910, -0.666)
C (-0.371, -2.504, -1.178)
C (-0.544, -4.203, 0.704)
Te (-0.408, -2.709, 2.105)
C (-0.635, -5.540, 1.152)
C (-0.814, -5.905, 2.600)
C (-0.528, -6.546, 0.206)
H (-0.113, -7.050, -3.145)
H (-1.049, -8.076, -2.049)
H (0.696, -8.000, -1.894)
H (-0.126, -4.737, -2.619)
H (-0.227, -2.462, -2.258)
H (0.482, -1.938, -0.717)
H (-1.328, -2.028, -0.977)
H (-1.541, -5.270, 3.106)
H (0.130, -5.835, 3.145)
H (-1.162, -6.932, 2.686)
H (-0.599, -7.578, 0.528)

natural (NBO) atomic charge list, values in e, 4 entries: 0.789, -0.671, 0.430, -0.482

No. 2
Here is a single C26H31N3O5 molecule from the OMol25 dataset. Energies are from the ωB97M-V functional and the def2-TZVPD basis.

As for the LUMO energy: -0.015 Ha. The calculation puts the HOMO-LUMO gap at 8.23 eV. For the relative energy (zero: lowest compared OMol25 entry of this formula, charge and spin), the calculation gives 52.8 kcal/mol. As for the SMILES: CCCOc1ccc(/C(O)=C2/C(=O)C(=O)N(CCCN3CCOCC3)[C@@H]2c2ccncc2)cc1. Its strongest force on any atom is 0.84 eV Å⁻¹. The value obtained for the total energy is -1549.81928 Ha. The total charge is 0.

Geometry (Å):
C (-2.010, 8.050, -2.664)
C (-1.328, 7.124, -1.665)
C (-2.217, 5.926, -1.329)
O (-1.636, 5.069, -0.364)
C (-0.676, 4.190, -0.724)
C (-0.144, 3.424, 0.321)
C (0.793, 2.450, 0.074)
C (1.250, 2.224, -1.224)
C (2.192, 1.142, -1.534)
O (3.218, 1.459, -2.306)
C (1.990, -0.150, -1.132)
C (2.817, -1.219, -1.622)
O (3.837, -1.093, -2.293)
C (2.140, -2.515, -1.213)
O (2.497, -3.651, -1.428)
N (1.006, -2.155, -0.560)
C (0.072, -3.115, -0.029)
C (0.109, -3.189, 1.497)
C (-0.813, -4.312, 2.001)
N (-0.905, -4.478, 3.433)
C (0.325, -4.882, 4.088)
C (-0.013, -5.303, 5.520)
O (-0.624, -4.252, 6.231)
C (-1.798, -3.828, 5.579)
C (-1.502, -3.368, 4.150)
C (0.805, -0.727, -0.404)
C (-0.496, -0.263, -1.020)
C (-1.479, 0.359, -0.263)
C (-2.613, 0.829, -0.908)
N (-2.816, 0.704, -2.206)
C (-1.894, 0.082, -2.921)
C (-0.721, -0.419, -2.383)
C (0.763, 3.021, -2.254)
C (-0.199, 3.983, -2.017)
H (-2.222, 7.525, -3.592)
H (-1.370, 8.899, -2.889)
H (-2.948, 8.423, -2.260)
H (-0.378, 6.774, -2.072)
H (-1.112, 7.665, -0.742)
H (-2.481, 5.367, -2.235)
H (-3.142, 6.274, -0.861)
H (-0.499, 3.616, 1.321)
H (1.202, 1.878, 0.893)
H (3.738, 0.632, -2.502)
H (-0.938, -2.858, -0.368)
H (0.356, -4.082, -0.453)
H (-0.215, -2.236, 1.920)
H (1.135, -3.381, 1.816)
H (-0.470, -5.264, 1.586)
H (-1.827, -4.129, 1.631)
H (0.757, -5.726, 3.548)
H (1.064, -4.064, 4.128)
H (0.891, -5.562, 6.073)
H (-0.688, -6.172, 5.488)
H (-2.202, -3.009, 6.177)
H (-2.525, -4.653, 5.546)
H (-2.432, -3.082, 3.655)
H (-0.833, -2.491, 4.197)
H (0.810, -0.471, 0.665)
H (-1.361, 0.490, 0.801)
H (-3.396, 1.334, -0.357)
H (-2.106, -0.012, -3.978)
H (0.009, -0.912, -3.007)
H (1.127, 2.864, -3.258)
H (-0.571, 4.558, -2.849)

natural (NBO) atomic charge list, values in e, 4 entries: -0.606, -0.425, -0.062, -0.485

No. 3
Here is a molecular structure, C26H31N4O2PdSb in a non-equilibrium geometry from the OMol25 dataset. Energies are from the ωB97M-V functional and the def2-TZVPD basis.

As for the LUMO energy (alpha / beta): -0.594 / -0.594 Ha. The calculation puts the HOMO-LUMO gap (alpha / beta) at 3.13 / 3.13 eV. For the relative energy (zero: lowest compared OMol25 entry of this formula, charge and spin), the calculation gives 63.1 kcal/mol. Its strongest force on any atom is 1.76 eV Å⁻¹. The value obtained for the total energy is -1745.29246 Ha. The total charge is +4.

Geometry (Å):
Pd (1.479, 1.076, 1.445)
C (6.186, -1.673, 1.681)
O (4.952, -1.293, 1.006)
C (4.051, -0.551, 1.576)
O (3.044, -0.260, 0.890)
N (4.238, -0.144, 2.842)
N (3.236, 0.585, 3.491)
H (6.734, -2.256, 0.951)
H (5.964, -2.290, 2.551)
H (6.758, -0.783, 1.941)
H (5.056, -0.438, 3.358)
H (3.650, 1.409, 3.918)
H (2.841, 0.031, 4.246)
C (-4.079, 1.466, -2.935)
C (-4.386, 0.555, -1.816)
C (-5.774, 0.389, -1.467)
C (-6.161, -0.436, -0.450)
C (-5.169, -1.118, 0.270)
C (-3.781, -0.951, -0.046)
C (-3.370, -0.138, -1.063)
Sb (-1.244, 0.136, -1.516)
C (-0.641, -1.919, -1.912)
C (0.620, -2.304, -1.537)
C (1.134, -3.583, -1.891)
C (0.365, -4.504, -2.630)
C (-0.872, -4.124, -3.057)
C (-1.371, -2.807, -2.788)
C (-2.598, -2.407, -3.503)
C (-0.672, 0.299, 0.598)
C (-0.121, -0.727, 1.372)
C (0.175, -0.566, 2.746)
C (-0.130, 0.614, 3.418)
C (-0.582, 1.680, 2.660)
C (-0.846, 1.549, 1.260)
C (-1.408, 2.758, 0.566)
H (-4.893, 1.505, -3.660)
H (-3.139, 1.249, -3.441)
H (-4.000, 2.490, -2.533)
H (-6.512, 0.933, -2.045)
H (-7.206, -0.566, -0.200)
H (-5.449, -1.780, 1.080)
H (-3.067, -1.501, 0.557)
H (1.277, -1.648, -0.974)
H (2.131, -3.859, -1.569)
H (0.767, -5.480, -2.870)
H (-1.477, -4.791, -3.660)
H (-2.516, -2.673, -4.563)
H (-2.840, -1.351, -3.422)
H (-3.444, -3.003, -3.131)
H (0.124, -1.683, 0.926)
H (0.594, -1.408, 3.283)
H (0.037, 0.720, 4.481)
H (-0.764, 2.642, 3.125)
H (-0.913, 3.671, 0.899)
H (-2.464, 2.869, 0.827)
H (-1.334, 2.704, -0.521)
N (2.083, 3.324, -0.405)
C (2.985, 4.281, -0.683)
C (3.928, 4.267, 0.320)
C (3.520, 3.262, 1.192)
N (2.385, 2.706, 0.759)
H (1.237, 3.112, -0.905)
H (2.892, 4.901, -1.560)
H (4.791, 4.903, 0.413)
H (3.984, 2.929, 2.104)

natural (NBO) atomic charge list, values in e, 4 entries: 0.993, -0.284, -0.441, 0.919